#i
Density functional theory data (the ωB97M-V functional and the def2-TZVPD basis) for a cluster of 23 separate species, H46O23 in total.

The geometry in XYZ format:
```
69
Properties=species:S:1:pos:R:3:mulliken_charge:R:1
O 3.44613 -4.35614 0.83874 -0.608
H 3.12229 -5.20843 1.13026 0.318
H 4.10916 -4.11703 1.48640 0.287
O -1.79549 1.58333 0.44245 -0.477
H -1.11639 1.00605 0.09344 0.487
H -2.20838 1.96415 -0.33262 0.156
O 5.53236 1.11642 0.31490 -0.623
H 6.08576 1.89729 0.30002 0.300
H 4.75966 1.37938 0.81493 0.305
O 1.00062 2.07964 -2.56346 -0.780
H 1.94672 2.02552 -2.42861 0.283
H 0.67638 2.55784 -1.80030 0.445
O -1.27348 -0.41468 -6.19919 -0.652
H -1.48431 0.16851 -5.47004 0.421
H -1.21345 -1.28350 -5.80197 0.392
O 1.87026 3.26024 2.44619 -0.593
H 2.03202 2.33715 2.25133 0.391
H 2.34806 3.42108 3.25986 0.245
O 0.49420 3.75467 -0.53773 -0.566
H 0.00836 4.46690 -0.12187 0.248
H 1.40764 4.03950 -0.51080 0.256
O 0.79218 4.33860 -4.27837 -0.616
H 0.96874 3.71012 -3.57833 0.374
H 1.65339 4.68364 -4.51394 0.286
O -3.13151 2.27600 -2.21029 -0.629
H -3.40469 3.19215 -2.25806 0.242
H -3.61832 1.91884 -1.46752 0.327
O 0.31254 -0.59691 4.71366 -0.679
H -0.27707 -0.46553 5.45618 0.292
H -0.12289 -0.16068 3.98131 0.333
O 1.68472 -1.71836 0.98516 -0.565
H 0.81169 -2.05325 1.18982 0.289
H 2.21371 -2.50218 0.83671 0.229
O -1.30401 0.91833 -3.77748 -0.718
H -1.99723 1.21723 -3.18896 0.365
H -0.57014 1.50745 -3.60258 0.357
O 0.02896 -0.08935 -0.28421 -0.564
H 0.79864 -0.48065 0.12898 0.325
H 0.08454 -0.36054 -1.20051 0.155
O -1.22062 -1.68181 1.43890 -0.756
H -1.01963 -0.93381 0.87648 0.373
H -2.13690 -1.88453 1.25031 0.396
O -1.29413 -3.07080 -5.58920 -0.718
H -1.06050 -3.55258 -4.79576 0.381
H -0.60105 -3.28589 -6.21339 0.319
O -2.61514 -1.49145 4.04464 -0.595
H -1.90297 -1.59005 3.41272 0.299
H -2.71601 -2.36170 4.43027 0.287
O -0.59047 1.49864 3.33328 -0.504
H -0.47235 1.78580 2.42784 0.263
H -1.06608 2.21584 3.75239 0.209
O 1.35254 -5.43607 -1.89925 -0.640
H 1.52068 -5.18161 -0.99195 0.309
H 0.53476 -5.93213 -1.86176 0.329
O -3.96128 0.75855 2.25504 -0.684
H -4.22109 0.53847 3.14963 0.292
H -3.06570 0.42969 2.17745 0.368
O 3.07721 -0.30144 4.81234 -0.675
H 2.12010 -0.28935 4.81571 0.411
H 3.32338 -0.06287 5.70605 0.299
O -4.77167 2.01218 0.10072 -0.666
H -4.85880 2.90435 0.43638 0.298
H -4.51251 1.49347 0.86230 0.427
O -0.99189 -4.70740 -3.51836 -0.639
H -0.32446 -4.99790 -2.89676 0.286
H -1.81834 -4.80216 -3.04482 0.293
O 3.01294 0.66609 2.27813 -0.623
H 2.96271 0.16575 3.09260 0.303
H 2.64591 0.08193 1.61459 0.325
```

Computed properties:
* lowest unoccupied orbital energy: -0.42 eV
* E_HOMO: -8.90 eV
* frontier orbital gap: 8.49 eV
* net charge: 0

#ii
Density functional theory data (the ωB97M-V functional and the def2-TZVPD basis) for a cluster of 23 separate species, H46O23 in total.

The geometry in XYZ format:
```
69
Properties=species:S:1:pos:R:3:mulliken_charge:R:1
O 14.85387 8.25605 -22.32124 -0.645
H 14.53604 8.96010 -22.88650 0.282
H 14.11553 8.05935 -21.74469 0.352
O 8.60407 2.19310 -16.07023 -0.621
H 8.92258 2.03231 -16.95844 0.406
H 7.66879 2.36575 -16.17824 0.308
O 8.26465 6.76014 -18.07143 -0.629
H 8.01832 7.52224 -18.59560 0.282
H 7.51588 6.61440 -17.49321 0.323
O 5.69097 2.24351 -17.42742 -0.603
H 5.72237 2.94633 -16.77836 0.291
H 6.13790 2.60396 -18.19328 0.401
O 11.86570 3.58512 -23.08745 -0.689
H 12.66455 4.06083 -22.85987 0.230
H 11.23121 4.26949 -23.30022 0.445
O 9.33313 5.94776 -20.54694 -0.190
H 10.27788 5.81478 -20.46953 0.244
H 9.00635 5.87569 -19.65014 0.182
O 13.47609 8.98784 -18.61285 -0.630
H 12.57278 8.79458 -18.86368 0.282
H 13.81402 9.52602 -19.32867 0.323
O 12.24588 5.92680 -21.03244 -0.390
H 11.96060 5.93919 -21.94606 0.366
H 13.13166 5.56522 -21.06249 0.119
O 8.10199 8.11754 -22.13611 -0.643
H 7.88926 7.23860 -21.82234 0.248
H 7.62309 8.20041 -22.96075 0.278
O 12.69066 10.16087 -21.10250 -0.598
H 11.75712 10.02657 -20.93908 0.482
H 12.74049 10.39821 -22.02847 0.213
O 6.77128 3.31189 -19.66620 -0.575
H 7.62607 3.71439 -19.81965 0.251
H 6.52372 2.94359 -20.51433 0.239
O 11.74934 2.89285 -19.50031 -0.673
H 12.23794 3.55424 -19.99027 0.252
H 12.42356 2.33902 -19.10671 0.278
O 14.79049 4.47321 -20.73221 -0.663
H 15.17901 5.25060 -20.33100 0.324
H 14.85942 4.62936 -21.67407 0.371
O 9.40908 2.80972 -25.01769 -0.555
H 9.67605 3.22369 -25.83841 0.285
H 8.79381 3.42924 -24.62544 0.280
O 9.44901 2.44708 -21.81949 -0.558
H 10.26477 2.94779 -21.81134 0.340
H 8.83056 3.00358 -22.29284 0.176
O 6.02775 6.75331 -16.19019 -0.647
H 5.09514 6.77567 -15.97575 0.292
H 6.42986 6.27811 -15.46305 0.310
O 10.60767 5.83574 -23.19897 -0.523
H 10.62713 6.24620 -24.06348 0.192
H 9.90338 6.28785 -22.73443 0.206
O 14.18831 5.47709 -23.35681 -0.526
H 14.48541 5.10399 -24.18673 0.264
H 14.55894 6.35954 -23.34406 0.274
O 3.57231 4.82915 -19.72074 -0.608
H 2.88050 4.88091 -19.06122 0.291
H 4.37704 4.71232 -19.21575 0.314
O 4.13802 4.95929 -22.55610 -0.602
H 4.93684 4.47266 -22.35285 0.272
H 3.90626 5.39373 -21.73525 0.335
O 9.74432 1.28351 -18.39716 -0.699
H 10.41217 1.94004 -18.59510 0.452
H 9.47647 0.94815 -19.25275 0.287
O 10.16126 9.63131 -21.40764 -0.674
H 10.33583 9.63934 -22.34876 0.260
H 9.54472 8.90961 -21.28409 0.338
O 9.73681 9.39626 -15.45190 -0.616
H 9.80708 9.35794 -16.40574 0.303
H 10.58274 9.07870 -15.13600 0.317
```

Computed properties:
* lowest unoccupied orbital energy: -0.90 eV
* E_HOMO: -10.03 eV
* frontier orbital gap: 9.14 eV
* net charge: 0

The structure with the greatest stability is #i.